Below is the molecule C3H6INOS in a non-equilibrium geometry, with properties calculated with ωB97M-V/def2-TZVPD.

## Properties
HOMO-LUMO gap (alpha / beta) (eV): 8.376 / 8.377
ΔE to the lowest compared entry with this formula, charge and spin (kcal/mol): 99.4
HOMO energy (alpha / beta) (Eh): -0.320 / -0.320

ORCA input file:
```
! wB97M-V def2-TZVPD RIJCOSX def2/J DEFGRID3
* xyz 0 1
C -1.03 -0.42 -0.71
C 1.08 0.04 0.50
C 0.33 0.13 -0.87
N -1.00 -0.27 1.44
O 0.16 0.42 1.48
S 0.31 1.87 -1.46
I -0.87 -2.23 2.10
H -1.87 0.23 -0.90
H -1.19 -1.47 -0.85
H 1.41 -0.99 0.66
H 1.93 0.72 0.56
H 0.91 -0.43 -1.60
H -0.18 2.39 -0.34
*
```

natural (NBO) atomic charge list, values in e, 4 entries: -0.18, -0.09, -0.44, -0.29

---

Below is a structure of composition C3H6INS in a non-equilibrium geometry, with properties calculated with ωB97M-V/def2-TZVPD.

## Properties
HOMO-LUMO gap (alpha / beta) (eV): 7.654 / 7.636
⟨S²⟩: 2.0107
ΔE to the lowest compared entry with this formula, charge and spin (kcal/mol): 51.9
HOMO energy (alpha / beta) (Eh): -0.275 / -0.339

ORCA input file:
```
! wB97M-V def2-TZVPD RIJCOSX def2/J DEFGRID3
* xyz 0 3
C -0.80 0.42 0.86
C 0.93 -0.30 -0.51
C -0.40 0.48 -0.55
N 1.45 0.37 0.65
S -1.79 -0.23 -1.68
I 2.80 -0.61 1.67
H -1.04 1.33 1.41
H -0.98 -0.57 1.30
H 0.94 -1.33 -0.36
H 1.52 -0.19 -1.43
H -0.24 1.41 -0.84
H -2.39 -0.78 -0.53
*
```

natural (NBO) atomic charge list, values in e, 4 entries: -0.30, -0.32, -0.33, -0.49

---

Below is a cluster of 2 separate species, C3H6IO3S in total in a non-equilibrium geometry, with properties calculated with ωB97M-V/def2-TZVPD.

## Properties
HOMO-LUMO gap (alpha / beta) (eV): 6.416 / 7.025
ΔE to the lowest compared entry with this formula, charge and spin (kcal/mol): 55.6
HOMO energy (alpha / beta) (Eh): -0.130 / -0.152

ORCA input file:
```
! wB97M-V def2-TZVPD RIJCOSX def2/J DEFGRID3
* xyz -1 1
C -1.59 -0.16 -0.14
C -0.41 -0.99 -0.72
C 0.54 -0.98 0.33
O 2.85 1.87 0.71
O 0.49 2.42 1.24
O 1.09 1.78 -1.09
S 1.38 1.74 0.36
I 2.41 -2.03 0.20
H -1.99 -0.67 0.81
H -1.32 0.74 0.31
H -2.44 -0.07 -0.91
H -0.19 -0.53 -1.62
H -0.94 -2.01 -0.83
H 0.13 -1.10 1.36
*
```

natural (NBO) atomic charge list, values in e, 4 entries: -0.57, -0.53, -0.45, -0.95

---

Below is a cluster of 2 separate species, C3H6IPS2 in total in a non-equilibrium geometry, with properties calculated with ωB97M-V/def2-TZVPD.

## Properties
HOMO-LUMO gap (alpha / beta) (eV): 8.064 / 4.584
ΔE to the lowest compared entry with this formula, charge and spin (kcal/mol): 37.8
HOMO energy (alpha / beta) (Eh): -0.339 / -0.272

ORCA input file:
```
! wB97M-V def2-TZVPD RIJCOSX def2/J DEFGRID3
* xyz 0 1
C -0.15 -0.73 -0.22
C -0.34 -0.07 1.22
C -0.97 -0.02 -1.25
P 1.10 2.28 -0.31
S 0.99 1.17 1.47
S -0.64 1.79 -1.40
I 3.76 -0.96 0.92
H 0.99 -0.68 -0.31
H -0.53 -1.76 -0.31
H -1.46 0.32 1.56
H -0.06 -0.82 1.98
H -0.61 -0.35 -2.16
H -2.08 -0.18 -1.19
*
```

natural (NBO) atomic charge list, values in e, 4 entries: -0.44, -0.55, -0.50, 0.29

---

Below is a structure of composition C3H6LiO5Y in a non-equilibrium geometry, with properties calculated with ωB97M-V/def2-TZVPD.

## Properties
HOMO-LUMO gap (alpha / beta) (eV): 6.503 / 5.922
⟨S²⟩: 0.7504
ΔE to the lowest compared entry with this formula, charge and spin (kcal/mol): 0.0
HOMO energy (alpha / beta) (Eh): -0.434 / -0.434

ORCA input file:
```
! wB97M-V def2-TZVPD RIJCOSX def2/J DEFGRID3
* xyz 1 2
H 1.54 0.57 -2.68
C 0.98 1.37 -2.15
C 0.28 0.72 -0.96
O 1.21 0.30 -0.01
Y -1.91 2.47 -3.63
O 0.08 2.01 -2.98
H 1.74 2.07 -1.75
H -0.32 -0.13 -1.35
H -0.41 1.48 -0.53
C -0.56 -1.79 2.49
O -1.53 -2.45 2.04
O 0.69 -2.25 2.36
H 0.67 -3.22 2.30
Li -2.65 -1.07 2.87
O -0.70 -0.70 3.11
H 0.91 0.61 0.87
*
```

natural (NBO) atomic charge list, values in e, 4 entries: 0.19, -0.08, -0.07, -0.70

---

Below is a cluster of 2 separate species, C3H6N in total in a non-equilibrium geometry, with properties calculated with ωB97M-V/def2-TZVPD.

## Properties
HOMO-LUMO gap (alpha / beta) (eV): 7.430 / 7.437
ΔE to the lowest compared entry with this formula, charge and spin (kcal/mol): 215.9
HOMO energy (alpha / beta) (Eh): -0.500 / -0.499

ORCA input file:
```
! wB97M-V def2-TZVPD RIJCOSX def2/J DEFGRID3
* xyz 1 1
C -2.24 0.20 1.11
C -0.10 0.54 1.16
C -0.09 -0.04 -0.24
N 1.28 -0.37 -0.66
H -2.42 1.03 1.85
H -0.34 0.99 -0.63
H -0.86 -0.80 -0.39
H 1.46 -1.36 -0.29
H 1.87 0.24 -0.18
H 1.43 -0.44 -1.71
*
```

natural (NBO) atomic charge list, values in e, 4 entries: 0.10, 0.09, -0.53, -0.68